No. 1
The following is a DFT calculation (the ωB97M-V functional and the def2-TZVPD basis) of C13H15N in the gas phase at a distorted geometry.

Each line ends with the Mulliken charge.
Cartesian coordinates (Å):
C  -0.59  3.32  -2.84  -0.3714
C  -1.42  2.22  -2.88  -0.5565
C  0.35  3.38  -1.83  -0.4338
C  -1.44  1.34  -1.85  -0.1440
C  0.29  2.51  -0.78  -0.2546
C  -0.61  1.43  -0.69  0.5207
C  0.94  -0.37  1.87  0.4964
C  0.49  -1.82  1.40  -1.1222
C  -1.49  -0.59  0.66  -1.0016
C  -0.51  0.62  0.46  0.1060
C  -0.63  -1.78  0.48  0.4893
C  1.79  -0.37  3.11  -1.2761
C  -0.51  -2.56  -0.82  -1.4201
N  0.53  0.65  1.33  -0.5196
H  -0.54  4.12  -3.66  0.2659
H  -2.17  1.96  -3.71  0.2652
H  1.18  4.11  -1.71  0.2859
H  -2.15  0.52  -2.08  0.1734
H  1.04  2.74  0.00  0.2904
H  1.28  -2.29  0.98  0.5547
H  0.33  -2.33  2.27  0.5844
H  -1.76  -0.48  1.73  0.2630
H  -2.35  -0.47  0.13  0.7305
H  2.03  -1.32  3.65  0.3523
H  1.25  0.26  3.80  0.3270
H  2.69  0.27  2.84  0.2781
H  0.05  -1.92  -1.55  0.2247
H  -1.49  -2.72  -1.21  0.3149
H  0.02  -3.31  -0.38  0.5770

## Properties
Total energy, eV: -15210.27532
Energy above the lowest of the compared OMol25 structures with the same formula, charge and spin, kcal per mole: 107.33
Kohn-Sham gap (spin up / spin down), eV: 7.12 / 6.87
Lowest unoccupied orbital energy (spin up / spin down), eV: 0.6 / -0.1



No. 2
The following is a DFT calculation (the ωB97M-V functional and the def2-TZVPD basis) of a molecular structure, C4H5NO at a distorted geometry.

Each line ends with the Mulliken charge.
Cartesian coordinates (Å):
C  1.57  -0.65  -0.29  -0.9253
C  0.10  -0.54  -0.14  0.5593
C  -1.04  -0.73  0.52  -0.3796
N  -1.71  0.47  0.78  -0.5242
C  -1.21  1.42  0.04  0.1450
O  -0.21  1.19  -0.76  -0.4886
H  2.11  -0.33  0.62  0.2488
H  1.91  -1.65  -0.57  0.3279
H  1.76  0.06  -1.09  0.3157
H  -1.60  -1.65  0.74  0.3504
H  -1.68  2.40  0.15  0.3706

## Properties
Total energy, eV: -7763.93880
Energy above the lowest of the compared OMol25 structures with the same formula, charge and spin, kcal per mole: 59.67
Kohn-Sham gap, eV: 9.64
Lowest unoccupied orbital energy, eV: 0.6



No. 3
The following is a DFT calculation (the ωB97M-V functional and the def2-TZVPD basis) of a molecular structure, C5H7NO at a distorted geometry.

Each line ends with the Mulliken charge.
Cartesian coordinates (Å):
O  -1.02  -0.58  -1.83  -0.4628
C  0.13  -1.05  -1.23  -0.2717
C  0.08  0.39  -1.22  -0.1014
C  -0.05  1.08  0.13  -0.0655
C  -0.76  0.23  1.20  -0.4446
C  0.64  -0.33  1.30  -0.2886
N  1.27  0.57  0.62  -0.5671
H  0.87  -1.57  -1.82  0.3209
H  0.68  1.00  -1.91  0.4121
H  -0.21  2.17  0.12  0.4090
H  -1.63  -0.36  0.92  0.2575
H  -0.95  0.80  2.11  0.2841
H  0.03  -1.48  -0.23  0.1357
H  1.08  -1.18  1.82  0.3824

## Properties
Total energy, eV: -8832.13329
Energy above the lowest of the compared OMol25 structures with the same formula, charge and spin, kcal per mole: 93.85
Kohn-Sham gap, eV: 10.98
Lowest unoccupied orbital energy, eV: 1.0



No. 4
The following is a DFT calculation (the ωB97M-V functional and the def2-TZVPD basis) of 2 unconnected molecules or ions with the total composition C22H33Br3F3NO3P.

Each line ends with the Mulliken charge.
Cartesian coordinates (Å):
C  -2.89  -2.62  0.37  -0.8642
P  -3.90  -1.18  -0.21  -0.0718
O  -5.15  -1.92  -0.96  -0.4256
C  -2.87  -0.69  -1.65  0.4413
C  -2.14  0.42  -1.48  -0.4084
C  -1.24  0.86  -2.56  -0.1202
O  -0.96  2.02  -2.73  -0.5594
C  -0.74  -0.22  -3.45  0.3327
Br  0.93  0.12  -4.26  -0.1233
C  -1.47  -1.32  -3.69  0.3542
C  -1.12  -2.39  -4.69  -0.9139
C  -0.54  -3.69  -4.10  -1.2793
C  -1.42  -4.93  -3.96  0.6455
F  -0.57  -6.00  -3.82  -0.3060
Br  -2.49  -4.89  -2.34  -0.0390
C  -2.34  -5.20  -5.19  0.4041
F  -1.67  -4.82  -6.30  -0.2240
F  -3.46  -4.47  -5.12  -0.1305
Br  -2.82  -7.07  -5.35  -0.0841
C  -2.78  -1.40  -2.96  0.2752
O  -3.73  -1.94  -3.47  -0.5232
H  -2.77  -2.51  1.45  0.3362
H  -3.40  -3.56  0.15  0.3217
H  -1.91  -2.62  -0.10  0.1300
H  -5.94  -1.86  -0.41  0.3344
H  -2.21  1.00  -0.56  0.5342
H  -2.00  -2.55  -5.31  0.4160
H  -0.36  -1.98  -5.35  0.5973
H  0.30  -4.01  -4.71  0.5184
H  -0.13  -3.48  -3.11  0.4365
C  1.59  4.39  0.25  -1.2015
C  2.64  4.46  1.35  -0.4570
C  3.27  3.11  1.73  -0.8639
C  2.39  1.86  1.80  -0.4972
N  1.41  1.66  2.95  0.5967
C  2.03  0.89  4.09  -0.7470
C  2.86  1.92  4.84  -0.7608
C  2.08  3.25  4.68  -0.6535
C  0.99  2.94  3.64  -0.7443
C  0.16  0.97  2.44  -1.1227
C  0.30  -0.47  1.96  0.0605
C  1.03  -0.71  0.64  -1.0917
H  0.75  3.73  0.51  0.1877
H  1.16  5.37  0.07  0.4168
H  2.01  4.03  -0.68  0.3481
H  2.24  4.96  2.23  0.2342
H  3.46  5.10  1.01  0.4849
H  3.89  3.21  2.62  0.1240
H  3.98  2.85  0.93  0.5850
H  3.04  0.99  1.83  0.1117
H  1.80  1.80  0.89  0.4344
H  1.21  0.52  4.69  0.4425
H  2.60  0.06  3.70  0.4909
H  3.85  2.00  4.41  0.2960
H  2.99  1.64  5.88  0.4394
H  2.73  4.06  4.36  0.1967
H  1.62  3.56  5.61  0.4517
H  0.80  3.71  2.90  0.4068
H  0.06  2.72  4.14  0.6037
H  -0.24  1.61  1.66  0.6476
H  -0.54  0.98  3.28  0.3160
H  -0.73  -0.81  1.85  0.0694
H  0.73  -1.09  2.75  0.2919
H  0.71  0.00  -0.13  0.1525
H  0.79  -1.71  0.27  0.4172
H  2.11  -0.66  0.73  0.3286

## Properties
Total energy, eV: -258543.90431
Energy above the lowest of the compared OMol25 structures with the same formula, charge and spin, kcal per mole: 0.00
Kohn-Sham gap, eV: 7.83
Lowest unoccupied orbital energy, eV: -3.3
Total charge: +1